Entry 1:
C23H34Br54ClNO5P3 as an isolated structure at a distorted geometry, computed with ωB97M-V/def2-TZVPD.

The energy relative to the best compared isomer or geometry (same formula, charge and spin) is 0.933 eV. The strongest force on any atom is 3.18 eV/Å. As for the charge: -1. The calculation puts the orbital gap at 6.16 eV.

Atoms and positions in Å:
1 C -0.19 -1.07 -1.34
2 C -0.18 -0.73 0.19
3 N 1.15 -0.87 0.83
4 P 1.90 0.68 1.27
5 C 2.70 2.37 1.77
6 C 2.98 -0.17 2.68
7 C 2.62 -1.64 2.93
8 O 3.12 -2.55 2.40
9 Cl 1.31 -2.13 4.15
10 P 0.37 1.10 2.86
11 O -0.64 2.13 2.33
12 P 3.68 0.39 -0.10
13 O 4.82 1.29 0.24
14 O 4.30 -1.15 -0.07
15 O 3.19 0.68 -1.68
16 H -0.10 -0.11 -1.91
17 H -1.21 -1.45 -1.58
18 H 0.61 -1.78 -1.63
19 H -0.65 0.26 0.33
20 H -0.86 -1.47 0.68
21 H 1.71 -1.43 0.18
22 H 1.16 1.43 0.28
23 H 2.91 3.01 0.89
24 H 1.93 2.93 2.35
25 H 3.58 2.26 2.43
26 H 4.07 -0.09 2.45
27 H 2.81 0.37 3.64
28 H 0.96 1.71 4.01
29 H -0.39 -0.06 3.20
30 H 5.27 -1.11 -0.07
31 H 2.33 0.22 -1.74
32 C 5.41 -3.39 -1.87
33 Br 4.45 -3.54 -3.54
34 Br 5.93 -5.12 -1.18
35 Br 6.91 -2.19 -2.01
36 H 4.72 -2.96 -1.14
37 C -2.63 -1.79 6.27
38 Br -1.25 -3.00 6.85
39 Br -4.07 -1.65 7.55
40 Br -1.92 -0.06 5.81
41 H -3.06 -2.22 5.36
42 C -1.18 5.17 1.54
43 Br 0.51 5.43 0.67
44 Br -1.32 6.23 3.16
45 Br -2.66 5.52 0.34
46 H -1.23 4.12 1.84
47 C 1.62 9.16 1.76
48 Br 3.32 9.44 0.88
49 Br 1.47 10.18 3.39
50 Br 0.14 9.48 0.57
51 H 1.58 8.11 2.04
52 C 6.45 -3.56 -7.43
53 Br 5.97 -1.95 -6.49
54 Br 7.29 -4.85 -6.26
55 Br 4.95 -4.32 -8.37
56 H 7.19 -3.28 -8.18
57 C -7.55 0.58 7.56
58 Br -6.73 0.13 5.87
59 Br -7.33 -0.83 8.87
60 Br -6.93 2.28 8.23
61 H -8.61 0.68 7.38
62 C 3.18 -6.62 -11.54
63 Br 4.64 -7.78 -11.02
64 Br 1.81 -6.54 -10.17
65 Br 3.80 -4.86 -12.03
66 H 2.72 -7.06 -12.42
67 C -2.07 -7.28 5.76
68 Br -3.56 -8.51 5.66
69 Br -2.20 -5.90 4.41
70 Br -1.87 -6.54 7.53
71 H -1.18 -7.85 5.55
72 C -6.19 -9.10 2.78
73 Br -4.66 -8.31 1.91
74 Br -7.69 -9.26 1.57
75 Br -5.76 -10.80 3.60
76 H -6.49 -8.43 3.57
77 C -6.02 -5.61 5.69
78 Br -7.49 -6.87 5.58
79 Br -6.14 -4.25 4.33
80 Br -5.86 -4.85 7.45
81 H -5.11 -6.17 5.50
82 C -6.24 4.23 1.41
83 Br -6.96 3.01 0.10
84 Br -7.20 5.90 1.44
85 Br -6.14 3.43 3.16
86 H -5.22 4.44 1.11
87 C -0.86 9.27 -3.50
88 Br 0.47 8.00 -2.92
89 Br -2.28 9.47 -2.20
90 Br -0.08 10.97 -3.98
91 H -1.31 8.86 -4.40
92 C 6.22 -2.26 -14.43
93 Br 7.72 -1.68 -13.35
94 Br 6.28 -4.16 -14.78
95 Br 4.53 -1.71 -13.66
96 H 6.31 -1.76 -15.39
97 C 7.81 2.49 -12.11
98 Br 6.42 1.78 -13.25
99 Br 7.67 1.80 -10.31
100 Br 9.56 2.21 -12.86
101 H 7.65 3.56 -12.05
102 C -10.65 -3.25 10.97
103 Br -9.02 -4.22 10.58
104 Br -10.28 -1.54 11.79
105 Br -11.76 -3.06 9.39
106 H -11.21 -3.83 11.68
107 C -0.53 10.89 7.36
108 Br 1.02 11.65 6.49
109 Br -2.04 10.77 6.16
110 Br -0.13 9.19 8.18
111 H -0.81 11.58 8.15
112 C 2.44 -6.61 0.41
113 Br 4.04 -7.58 -0.08
114 Br 2.86 -4.92 1.24
115 Br 1.24 -6.41 -1.09
116 H 1.92 -7.21 1.15
117 C -0.53 6.91 -7.18
118 Br 0.80 5.65 -6.58
119 Br -1.96 7.10 -5.89
120 Br 0.24 8.61 -7.64
121 H -0.97 6.50 -8.08

***

Entry 2:
A 6-piece molecular cluster, C23H34Cl2F16O5 overall at a distorted geometry, computed with ωB97M-V/def2-TZVPD.

The strongest force on any atom is 5.38 eV/Å. As for the charge: 0. The calculation puts the orbital gap at 9.31 eV.

Atoms and positions in Å:
1 C -4.83 -0.64 1.32
2 C -6.22 -0.19 0.89
3 C -6.81 -1.02 -0.31
4 F -6.66 -2.31 -0.27
5 F -8.02 -0.74 -0.66
6 F -7.06 -0.48 1.88
7 F -6.27 1.16 0.64
8 O -3.91 -0.71 0.22
9 C -3.22 -1.91 -0.08
10 C -2.52 -1.71 -1.46
11 F -1.59 -0.78 -1.52
12 F -2.09 -2.84 -1.95
13 F -2.37 -2.11 0.98
14 F -4.05 -3.04 -0.04
15 H -4.88 -1.59 1.86
16 H -4.58 0.11 2.08
17 H -6.14 -0.74 -1.13
18 H -3.29 -1.37 -2.15
19 C -1.14 2.47 -2.11
20 C -2.40 2.46 -3.01
21 C -2.08 2.71 -4.47
22 F -3.11 2.69 -5.30
23 F -1.44 3.84 -4.71
24 F -2.98 1.22 -2.87
25 F -3.41 3.26 -2.72
26 O -0.08 1.60 -2.48
27 C 1.23 2.15 -2.57
28 C 2.26 1.25 -3.18
29 F 3.48 1.66 -3.03
30 F 2.18 0.00 -2.70
31 F 1.23 3.36 -3.13
32 F 1.58 2.35 -1.25
33 H -1.41 2.12 -1.11
34 H -0.73 3.46 -1.90
35 H -1.35 1.97 -4.82
36 H 2.19 1.13 -4.26
37 C 1.60 -0.10 1.91
38 C 0.38 -0.94 1.55
39 C 0.85 -1.68 0.34
40 O 2.22 -1.92 0.63
41 C 2.79 -1.00 1.57
42 H 1.56 0.26 2.94
43 H 1.77 0.80 1.32
44 H -0.50 -0.31 1.39
45 H 0.14 -1.65 2.35
46 H 0.88 -1.08 -0.57
47 H 0.26 -2.52 -0.04
48 H 3.60 -0.51 1.03
49 H 3.05 -1.68 2.39
50 C 0.68 -2.76 -3.67
51 C 0.93 -4.29 -3.80
52 C 1.51 -4.65 -5.24
53 O 1.61 -3.29 -5.77
54 C 1.55 -2.23 -4.79
55 H 0.89 -2.43 -2.65
56 H -0.37 -2.49 -3.71
57 H 0.10 -4.89 -3.45
58 H 1.73 -4.57 -3.12
59 H 0.68 -5.09 -5.79
60 H 2.39 -5.29 -5.16
61 H 1.33 -1.23 -5.18
62 H 2.55 -2.16 -4.36
63 C 5.14 3.67 5.95
64 C 3.83 3.06 5.58
65 C 4.05 2.24 4.31
66 O 5.49 2.26 4.10
67 C 6.17 2.82 5.27
68 H 5.25 3.79 7.03
69 H 5.14 4.71 5.61
70 H 2.99 3.76 5.57
71 H 3.70 2.40 6.43
72 H 3.57 2.70 3.44
73 H 3.73 1.20 4.36
74 H 7.09 3.41 5.21
75 H 6.32 2.01 5.99
76 C -1.34 0.30 5.32
77 Cl -1.88 -0.89 4.12
78 Cl 0.46 0.14 5.34
79 H -1.74 1.30 5.19
80 H -1.60 0.05 6.35

***

Entry 3:
C23H34Cl2LaN3O3 as an isolated structure at a distorted geometry, computed with ωB97M-V/def2-TZVPD.

The energy relative to the best compared isomer or geometry (same formula, charge and spin) is 0.000 eV. The strongest force on any atom is 4.54 eV/Å. As for the charge: 0. The calculation puts the orbital gap (spin up / spin down) at 4.31 / 6.34 eV.

Atoms and positions in Å:
1 O 0.58 -1.40 -0.73
2 C 1.45 -2.29 -0.90
3 C 1.02 -3.61 -1.44
4 C 0.12 -4.34 -0.67
5 H -0.15 -3.92 0.30
6 C -0.43 -5.54 -1.14
7 H -1.10 -6.09 -0.48
8 C -0.16 -5.99 -2.44
9 H -0.63 -6.91 -2.79
10 C 0.75 -5.28 -3.24
11 H 0.96 -5.62 -4.27
12 C 1.34 -4.11 -2.74
13 H 2.00 -3.53 -3.39
14 H 3.06 -2.28 -2.08
15 C 3.99 -2.82 -0.23
16 C 2.91 -2.00 -1.00
17 H 4.91 -2.23 -0.13
18 H 4.29 -3.74 -0.75
19 H 3.68 -3.09 0.78
20 C 3.10 -0.54 -0.87
21 C 3.90 0.28 0.03
22 H 2.54 0.02 -1.61
23 H 4.82 -0.11 0.49
24 H 3.31 0.70 0.86
25 H 4.22 1.16 -0.57
26 La -1.20 -0.11 0.07
27 Cl -0.70 -1.80 2.33
28 Cl -2.65 -0.27 -2.17
29 H -4.04 -3.20 0.55
30 H -5.43 -3.15 2.38
31 C -3.60 -2.21 0.68
32 C -4.85 -2.34 2.84
33 N -4.27 -1.52 1.77
34 H -3.67 -1.61 -0.25
35 C -4.11 -0.21 1.95
36 O -3.22 0.46 1.34
37 H -5.50 -1.71 3.47
38 H -4.80 0.27 2.66
39 H -2.52 -2.38 0.92
40 H -4.07 -2.77 3.48
41 H 0.35 5.63 -1.58
42 H -1.70 5.26 -3.18
43 C 0.65 4.59 -1.62
44 C -1.13 4.34 -3.42
45 N -0.44 3.81 -2.22
46 H 0.82 4.19 -0.63
47 C -0.82 2.65 -1.72
48 O -0.26 2.08 -0.71
49 H -1.84 3.60 -3.81
50 H -1.71 2.15 -2.19
51 H 1.54 4.50 -2.24
52 H -0.40 4.61 -4.20
53 N -0.13 1.29 2.43
54 C 0.34 2.61 2.46
55 C -0.56 3.64 2.19
56 C -0.09 4.96 2.15
57 C 1.27 5.22 2.37
58 C 2.17 4.17 2.64
59 C 1.70 2.86 2.67
60 H -0.98 1.20 2.98
61 H 0.52 0.58 2.76
62 H -1.59 3.39 2.00
63 H -0.79 5.77 1.93
64 H 1.64 6.26 2.33
65 H 3.24 4.41 2.79
66 H 2.39 2.04 2.84

***

The lowest charge belongs to which entry? C23H34Br54ClNO5P3

***

Which value of strongest force on any atom does entry 3 give? 4.54 eV/Å

***

Number 3 is which compound? C23H34Cl2LaN3O3

***

Which of these has the lowest strongest force on any atom? C23H34Br54ClNO5P3